[1]
{
  "formula": "C12H37NO7",
  "method": "the ωB97M-V functional and the def2-TZVPD basis",
  "species": ["O", "O", "O", "O", "O", "O", "O", "N", "C", "C", "C", "C", "C", "C", "C", "C", "C", "C", "C", "C", "H", "H", "H", "H", "H", "H", "H", "H", "H", "H", "H", "H", "H", "H", "H", "H", "H", "H", "H", "H", "H", "H", "H", "H", "H", "H", "H", "H", "H", "H", "H", "H", "H", "H", "H", "H", "H"],
  "coordinates": [[-1.521, -1.035, -8.325], [1.814, 0.994, 2.608], [-3.061, -1.170, 2.953], [-3.154, -1.620, -1.533], [-5.904, -6.762, -6.350], [-2.576, -7.308, -0.970], [0.468, -3.944, -2.983], [1.948, 2.100, 3.447], [3.090, 1.912, 4.350], [1.991, 4.623, 3.830], [2.871, 0.581, 5.128], [3.232, 4.431, 4.789], [2.751, 3.697, 1.660], [3.191, 3.015, 5.403], [4.483, 1.826, 3.637], [0.294, 3.430, 2.352], [-0.422, -0.565, -7.445], [-6.250, -5.792, -7.291], [-3.924, -0.947, -2.520], [1.765, 3.436, 2.809], [-0.413, 3.397, 3.180], [-5.809, -5.889, -8.283], [-6.062, -7.628, -6.734], [-7.319, -5.766, -7.501], [-3.358, -0.181, -3.051], [2.724, 2.887, 0.931], [-5.835, -4.849, -6.935], [3.742, 3.956, 2.033], [4.343, 1.258, 2.717], [-1.205, -1.266, -9.202], [1.160, -3.370, -3.312], [-3.535, -0.351, 3.093], [3.397, 0.610, 6.082], [3.208, 5.142, 5.615], [5.067, 2.742, 3.547], [0.916, 0.691, 2.761], [-1.720, -7.733, -1.019], [-0.468, -0.993, -6.443], [-2.477, -6.508, -1.486], [2.177, 5.591, 3.366], [-2.470, -2.159, -1.937], [1.872, 0.449, 5.545], [1.073, 4.791, 4.393], [3.147, -0.344, 4.621], [-0.487, 0.520, -7.361], [-4.154, -1.592, -3.367], [0.519, -0.901, -7.881], [-3.065, -1.291, 2.004], [0.084, 4.340, 1.789], [4.052, 2.774, 6.027], [2.232, 3.009, 5.922], [2.476, 4.480, 0.953], [0.448, -4.676, -3.600], [0.180, 2.597, 1.658], [5.130, 1.181, 4.231], [4.191, 4.629, 4.310], [-4.845, -0.450, -2.216]],
  "e_lumo_ha": 0.0060,
  "de_lowest_kcal_mol": 73.3,
  "smiles": "CC1(C)CCCC(C)(C)N1O.CO.CO.CO.O.O.O"
}

[2]
{
  "formula": "C12H37O13Tl",
  "method": "the ωB97M-V functional and the def2-TZVPD basis",
  "species": ["Tl", "O", "O", "O", "O", "O", "O", "O", "O", "O", "O", "O", "O", "O", "C", "C", "C", "C", "C", "C", "C", "C", "C", "C", "C", "C", "H", "H", "H", "H", "H", "H", "H", "H", "H", "H", "H", "H", "H", "H", "H", "H", "H", "H", "H", "H", "H", "H", "H", "H", "H", "H", "H", "H", "H", "H", "H", "H", "H", "H", "H", "H", "H"],
  "coordinates": [[24.687, 31.213, -4.869], [19.946, 30.301, -1.857], [24.942, 29.076, -7.116], [26.681, 31.092, -2.114], [21.994, 31.751, -3.908], [22.803, 33.631, -5.701], [21.819, 27.465, -2.844], [24.272, 32.950, -2.299], [27.708, 30.374, -4.972], [19.522, 33.142, -1.182], [24.522, 27.345, -1.866], [23.408, 29.492, -3.007], [22.532, 29.055, -5.518], [25.924, 28.519, -3.958], [19.778, 32.133, -0.226], [23.199, 27.845, -5.922], [21.113, 32.833, -4.072], [21.430, 33.442, -5.471], [24.754, 32.160, -1.159], [23.794, 26.175, -2.254], [20.623, 30.993, -0.841], [27.128, 28.068, -4.613], [26.264, 32.132, -1.292], [28.226, 29.161, -4.509], [24.061, 28.007, -7.205], [22.289, 26.467, -1.912], [26.947, 27.781, -5.649], [23.907, 33.731, -1.878], [22.311, 28.289, -2.835], [20.905, 30.248, -0.097], [24.011, 28.057, -2.257], [18.915, 31.626, 0.205], [27.532, 30.724, -1.865], [22.886, 34.515, -6.065], [28.459, 29.285, -3.452], [29.208, 28.959, -4.938], [23.409, 28.193, -8.059], [20.869, 34.370, -5.589], [26.726, 31.991, -0.315], [26.635, 33.066, -1.715], [22.523, 28.909, -4.569], [28.397, 31.031, -4.850], [20.335, 29.424, -1.894], [21.384, 33.578, -3.324], [23.831, 27.648, -5.056], [22.478, 27.061, -6.156], [21.661, 31.301, -3.128], [18.818, 32.672, -1.636], [27.355, 27.147, -4.077], [23.846, 25.684, -3.226], [24.236, 31.201, -1.185], [20.064, 32.546, -4.005], [21.767, 25.520, -2.049], [23.666, 29.871, -2.144], [25.561, 28.801, -7.796], [20.307, 32.820, 0.434], [24.495, 27.014, -7.317], [21.608, 31.285, -1.207], [25.655, 28.032, -3.175], [21.070, 32.697, -6.180], [24.606, 32.706, -0.227], [22.303, 26.846, -0.890], [24.153, 25.353, -1.636]],
  "spin_multiplicity": 2,
  "charge": 1,
  "e_lumo_ha": [-0.0751, -0.2674]
}

[3]
{
  "formula": "C12H38ClN4O4",
  "method": "the ωB97M-V functional and the def2-TZVPD basis",
  "species": ["Cl", "O", "O", "O", "O", "N", "N", "N", "N", "C", "C", "C", "C", "C", "C", "C", "C", "C", "C", "C", "C", "H", "H", "H", "H", "H", "H", "H", "H", "H", "H", "H", "H", "H", "H", "H", "H", "H", "H", "H", "H", "H", "H", "H", "H", "H", "H", "H", "H", "H", "H", "H", "H", "H", "H", "H", "H", "H", "H"],
  "coordinates": [[-1.377, -17.046, 2.531], [-1.696, -17.801, 1.356], [-2.548, -17.045, 3.437], [-0.282, -17.658, 3.250], [-1.076, -15.691, 2.076], [-7.782, -17.726, 3.328], [-2.655, -20.163, -0.171], [-3.896, -15.397, 0.727], [-2.838, -21.681, 2.134], [-8.043, -20.055, 2.329], [-9.746, -16.372, 4.229], [-6.333, -17.655, 3.384], [-8.452, -19.060, 3.461], [-5.583, -18.312, 4.526], [-0.632, -21.138, 3.143], [-2.362, -23.038, 1.694], [-4.282, -21.649, 2.351], [-4.981, -22.552, 3.435], [-2.180, -21.082, 3.367], [-2.809, -23.348, 0.261], [-8.255, -16.858, 4.466], [-7.605, -15.990, 4.583], [-5.165, -17.643, 5.279], [-2.470, -20.511, 0.759], [-8.445, -21.058, 2.466], [-0.358, -20.664, 2.200], [-2.362, -21.672, 4.266], [-0.167, -22.112, 3.294], [-0.238, -20.461, 3.901], [-4.730, -23.590, 3.216], [-6.966, -19.972, 2.180], [-5.801, -16.709, 3.279], [-3.735, -15.535, 1.714], [-8.178, -17.245, 5.482], [-6.071, -22.545, 3.424], [-4.566, -20.645, 2.666], [-3.421, -20.716, -0.527], [-2.239, -22.778, -0.472], [-4.650, -22.296, 4.441], [-2.574, -24.354, -0.086], [-9.812, -15.596, 4.992], [-2.761, -23.879, 2.260], [-3.911, -16.196, 0.109], [-4.829, -15.041, 0.576], [-4.739, -18.850, 4.094], [-3.046, -19.236, -0.079], [-8.497, -19.766, 1.381], [-6.220, -18.954, 5.133], [-9.532, -18.924, 3.506], [-1.924, -20.335, -0.846], [-1.307, -23.289, 1.798], [-10.102, -16.083, 3.240], [-3.302, -14.677, 0.340], [-10.414, -17.179, 4.527], [-3.864, -23.125, 0.105], [-5.911, -18.136, 2.502], [-8.203, -19.622, 4.362], [-2.502, -20.041, 3.402], [-4.789, -21.722, 1.389]],
  "spin_multiplicity": 2,
  "charge": 2,
  "e_lumo_ha": [-0.2355, -0.3707]
}

[4]
{
  "formula": "C12H38F3N10O14S",
  "method": "the ωB97M-V functional and the def2-TZVPD basis",
  "species": ["S", "F", "F", "F", "O", "O", "O", "O", "O", "O", "O", "O", "O", "O", "O", "O", "O", "O", "N", "N", "N", "N", "N", "N", "N", "N", "N", "N", "C", "C", "C", "C", "C", "C", "C", "C", "C", "C", "C", "C", "H", "H", "H", "H", "H", "H", "H", "H", "H", "H", "H", "H", "H", "H", "H", "H", "H", "H", "H", "H", "H", "H", "H", "H", "H", "H", "H", "H", "H", "H", "H", "H", "H", "H", "H", "H", "H", "H"],
  "coordinates": [[12.880, -17.721, 25.878], [12.576, -20.408, 25.978], [14.496, -19.673, 25.037], [14.202, -19.558, 27.264], [12.192, -11.793, 28.177], [12.003, -17.682, 24.725], [19.712, -16.438, 31.502], [11.739, -21.062, 18.910], [16.917, -15.633, 19.627], [13.947, -16.793, 25.670], [22.477, -14.367, 24.442], [5.359, -22.294, 24.505], [13.249, -9.075, 27.860], [12.214, -17.441, 27.120], [10.180, -21.078, 31.924], [17.828, -16.591, 29.437], [8.227, -16.003, 22.209], [9.045, -13.506, 23.838], [16.872, -17.000, 21.477], [11.481, -20.389, 20.962], [9.672, -19.268, 30.850], [21.601, -15.361, 26.148], [11.626, -19.395, 31.663], [6.961, -21.114, 25.181], [10.450, -19.356, 19.457], [5.611, -20.369, 23.646], [20.232, -14.672, 24.478], [15.961, -15.092, 21.540], [13.603, -19.504, 26.053], [21.471, -14.747, 25.001], [10.475, -20.059, 31.440], [16.656, -15.927, 20.821], [13.694, -9.980, 28.916], [7.792, -13.776, 23.123], [8.089, -14.584, 21.910], [17.401, -16.733, 30.808], [18.420, -16.078, 31.781], [13.527, -11.425, 28.406], [5.897, -21.272, 24.441], [11.269, -20.347, 19.718], [19.457, -14.839, 25.103], [22.503, -15.499, 26.581], [15.866, -14.205, 21.068], [14.654, -9.712, 29.357], [16.432, -16.248, 30.922], [17.472, -17.693, 21.051], [12.307, -20.120, 31.836], [13.983, -11.400, 27.416], [11.812, -18.446, 31.372], [7.412, -12.822, 22.757], [10.082, -19.657, 18.566], [19.967, -14.533, 23.513], [8.929, -14.178, 21.346], [15.572, -15.265, 22.456], [4.978, -20.770, 22.968], [13.960, -12.260, 28.956], [6.249, -19.606, 23.472], [9.019, -16.122, 22.739], [7.038, -21.893, 25.820], [12.956, -9.909, 29.715], [16.749, -16.932, 22.477], [7.050, -14.316, 23.712], [9.879, -18.845, 20.114], [17.108, -16.817, 28.843], [8.789, -19.588, 30.479], [12.811, -9.532, 27.138], [12.127, -12.735, 28.353], [18.135, -16.401, 32.782], [9.328, -14.265, 24.353], [10.169, -18.520, 30.388], [19.879, -16.427, 30.557], [17.459, -17.804, 31.002], [7.182, -14.559, 21.306], [7.472, -20.244, 25.220], [20.729, -15.829, 26.350], [11.094, -19.705, 21.596], [12.246, -20.975, 21.268], [18.282, -14.997, 31.779]],
  "charge": -1,
  "e_lumo_ha": 0.0581,
  "de_lowest_kcal_mol": 0.0
}

[5]
{
  "formula": "C12H38FN10O6",
  "method": "the ωB97M-V functional and the def2-TZVPD basis",
  "species": ["F", "O", "O", "O", "O", "O", "O", "N", "N", "N", "N", "N", "N", "N", "N", "N", "N", "C", "C", "C", "C", "C", "C", "C", "C", "C", "C", "C", "C", "H", "H", "H", "H", "H", "H", "H", "H", "H", "H", "H", "H", "H", "H", "H", "H", "H", "H", "H", "H", "H", "H", "H", "H", "H", "H", "H", "H", "H", "H", "H", "H", "H", "H", "H", "H", "H", "H"],
  "coordinates": [[1.071, 0.200, 0.634], [5.301, -0.624, 2.509], [-1.183, 0.410, 4.725], [-3.103, 2.823, 0.187], [1.007, -4.575, -1.515], [2.401, 4.841, 0.025], [1.851, 0.297, -4.142], [0.392, 0.027, -2.411], [3.543, -0.971, 1.389], [3.420, 0.205, 3.261], [-0.912, 1.540, 2.921], [2.636, 2.691, 0.603], [0.926, 3.121, -0.511], [-4.076, -0.108, -0.098], [-0.046, -0.392, 3.034], [2.315, 0.737, -1.949], [0.653, -2.881, 0.793], [-0.424, -3.338, -0.039], [-2.338, 1.748, -0.353], [-3.358, 0.716, -1.065], [-0.052, -3.664, -1.503], [-4.255, 1.341, -2.102], [1.557, 0.320, -2.940], [-0.743, 0.536, 3.607], [-2.346, 3.900, 0.526], [-1.447, -2.197, 0.141], [1.285, -5.061, -2.859], [4.165, -0.393, 2.372], [1.983, 3.636, 0.063], [-1.013, -1.241, -0.153], [-0.394, 1.523, 2.054], [1.502, -3.337, 0.488], [2.298, 1.743, 0.698], [-3.452, -0.580, 0.540], [-1.436, 3.565, 1.024], [1.521, -4.307, -3.610], [2.205, -5.645, -2.850], [3.766, 0.521, 4.156], [-0.278, -0.501, -2.952], [0.033, -1.176, 3.666], [-1.500, 2.289, 3.257], [0.491, -5.666, -3.297], [4.056, -1.677, 0.881], [3.286, 0.971, -2.094], [-2.388, -2.372, -0.380], [0.561, 3.702, -1.252], [-2.964, 4.473, 1.217], [-1.699, 1.301, 0.410], [0.918, -1.994, 0.388], [-4.969, 1.914, -1.511], [2.590, -0.691, 1.204], [-1.675, 2.080, -1.151], [-0.896, -4.274, 0.258], [-4.823, 0.524, -2.547], [2.463, 0.336, 2.968], [-4.555, 0.601, 0.439], [-2.052, 4.534, -0.311], [2.123, 0.473, -0.992], [-0.953, -4.107, -1.928], [-1.685, -1.997, 1.185], [0.739, 2.129, -0.468], [-3.606, 1.917, -2.762], [3.433, 2.982, 1.151], [0.124, -2.790, -2.130], [0.472, -0.243, 2.180], [0.340, 0.142, -1.409], [-2.812, -0.008, -1.671]],
  "charge": -1,
  "e_lumo_ha": 0.0950,
  "de_lowest_kcal_mol": 0.0
}

[6]
{
  "formula": "C12H39F3NO7S",
  "method": "the ωB97M-V functional and the def2-TZVPD basis",
  "species": ["S", "F", "F", "F", "O", "O", "O", "O", "O", "O", "O", "N", "C", "C", "C", "C", "C", "C", "C", "C", "C", "C", "C", "C", "H", "H", "H", "H", "H", "H", "H", "H", "H", "H", "H", "H", "H", "H", "H", "H", "H", "H", "H", "H", "H", "H", "H", "H", "H", "H", "H", "H", "H", "H", "H", "H", "H", "H", "H", "H", "H", "H", "H"],
  "coordinates": [[-3.192, 2.091, 1.504], [0.979, 1.953, 1.238], [0.242, -0.095, 1.233], [1.385, 0.633, 2.948], [2.893, -1.918, 2.303], [-1.329, -1.548, -0.998], [1.744, -3.070, -3.630], [-1.642, -5.392, -4.885], [-0.640, 2.586, -1.728], [1.362, 5.827, 2.857], [4.025, 2.648, 1.932], [-2.822, -1.071, 1.713], [-3.609, -0.463, 0.630], [-3.008, 0.837, 0.184], [1.802, 5.154, 1.676], [0.456, 0.995, 2.027], [1.276, -4.013, -4.602], [1.895, -2.893, 2.585], [-0.050, 3.857, -1.431], [4.940, 2.572, 3.028], [-1.517, 2.608, 1.980], [-0.919, -2.332, -2.136], [-0.822, 1.446, 2.710], [-2.765, -6.232, -4.622], [-3.058, -2.056, 1.733], [-3.540, 1.229, -0.675], [-3.114, -6.111, -3.593], [-2.445, -7.260, -4.765], [-0.580, 1.762, 3.717], [2.533, -1.056, 2.515], [2.403, 4.282, 1.935], [-0.677, 4.637, -1.854], [-4.630, -0.304, 0.963], [-0.255, -1.759, -2.779], [2.435, -2.549, -4.046], [-3.653, 3.170, 0.847], [0.496, -4.613, -4.144], [-3.593, -1.119, -0.234], [0.017, 3.992, -0.352], [-0.411, -3.238, -1.811], [5.547, 1.667, 2.968], [4.410, 2.586, 3.984], [5.592, 3.439, 2.972], [-1.927, -4.483, -4.762], [0.864, -3.499, -5.474], [1.618, -2.882, 3.642], [2.311, -3.866, 2.342], [-1.817, -2.600, -2.688], [-3.586, -6.018, -5.310], [-1.498, 0.599, 2.818], [0.947, 3.922, -1.868], [2.141, 6.109, 3.342], [1.000, -2.732, 1.973], [-1.623, 3.475, 2.621], [2.087, -4.671, -4.918], [0.921, 4.834, 1.129], [-0.525, -1.323, -0.522], [3.456, 1.878, 1.984], [-1.861, -1.071, 1.396], [-0.064, 1.910, -1.361], [-1.023, 2.916, 1.068], [2.389, 5.830, 1.050], [-1.963, 0.779, -0.097]],
  "charge": 1,
  "e_lumo_ha": -0.1127
}

[7]
{
  "formula": "C12H39NO8",
  "method": "the ωB97M-V functional and the def2-TZVPD basis",
  "species": ["O", "O", "O", "O", "O", "O", "O", "O", "N", "C", "C", "C", "C", "C", "C", "C", "C", "C", "C", "C", "C", "H", "H", "H", "H", "H", "H", "H", "H", "H", "H", "H", "H", "H", "H", "H", "H", "H", "H", "H", "H", "H", "H", "H", "H", "H", "H", "H", "H", "H", "H", "H", "H", "H", "H", "H", "H", "H", "H", "H"],
  "coordinates": [[4.286, -1.090, 1.642], [1.587, -3.119, 1.610], [-1.005, -0.508, -0.626], [1.368, 1.449, 2.685], [3.185, 1.705, -0.724], [1.869, -0.514, 0.344], [-0.287, -3.356, -3.711], [4.125, 1.614, 2.161], [-1.421, 0.467, 0.329], [0.603, -2.562, -2.915], [-3.536, -0.754, 0.766], [0.641, -1.155, -3.462], [-2.656, 0.944, 2.396], [1.980, -3.213, -2.851], [-0.113, 2.255, -0.725], [-2.952, 2.328, 1.828], [-1.476, -1.208, 2.080], [-2.278, -0.122, 1.358], [-2.490, 1.942, -1.371], [-1.473, 1.803, -0.223], [-1.851, 2.798, 0.888], [-2.237, 3.689, 0.383], [4.172, 1.700, 1.201], [1.069, -0.447, -2.746], [-2.159, 1.359, -2.240], [3.538, -1.181, 1.030], [0.222, -3.998, -4.212], [-0.099, 3.246, -1.182], [4.241, -1.870, 2.202], [-1.955, -1.474, 3.021], [0.188, -2.563, -1.903], [1.963, -2.875, 2.461], [0.971, -0.347, 0.025], [2.936, 2.635, -0.772], [2.387, 0.251, 0.027], [-1.916, 0.934, 3.198], [-1.413, -2.089, 1.435], [1.341, -1.103, -4.307], [-4.163, -0.052, 0.209], [2.321, 1.603, 2.505], [-0.995, 3.140, 1.473], [3.399, 1.455, -1.631], [-4.188, -1.221, 1.505], [-3.504, 1.592, -1.165], [-1.776, -0.588, -1.212], [1.862, -4.273, -2.622], [-2.591, 2.976, -1.703], [0.336, 1.598, -1.480], [-3.262, -1.552, 0.066], [-3.904, 2.304, 1.288], [-0.439, -0.932, 2.268], [-3.586, 0.619, 2.877], [2.567, -2.767, -2.049], [0.605, 2.257, 0.101], [1.098, 0.818, 2.009], [-0.324, -0.809, -3.825], [4.235, 0.653, 2.312], [2.476, -3.116, -3.820], [1.529, -2.284, 1.120], [-3.052, 3.008, 2.674]],
  "e_lumo_ha": -0.0009,
  "de_lowest_kcal_mol": 0.0,
  "smiles": "CC1(C)CCCC(C)(C)N1O.CC(C)O.O.O.O.O.O.O"
}